This record from the Open Molecules 2025 dataset describes a cluster of 11 separate species, H22O11 in total in a non-equilibrium geometry. The level of theory is wB97M-V/def2-TZVPD.

Last columns: bonded neighbours and bond lengths (Å).
Positions of all 33 atoms, in Å:
1 O 0.021 -1.153 -0.050  H2 0.964, H3 0.964
2 H 0.403 -0.360 -0.443  O1 0.964
3 H -0.921 -1.078 -0.239  O1 0.964
4 O 1.949 4.237 -0.629  H5 0.964, H6 0.964
5 H 1.523 4.426 -1.472  O4 0.964
6 H 2.270 3.334 -0.725  O4 0.964
7 O -2.647 2.357 -0.649  H8 0.964, H9 0.964
8 H -3.496 1.934 -0.479  O7 0.964
9 H -2.026 1.866 -0.100  O7 0.964
10 O 1.466 -0.117 -3.852  H11 0.964, H12 0.964
11 H 1.714 0.689 -4.318  O10 0.964
12 H 2.283 -0.403 -3.428  O10 0.964
13 O -4.630 -3.086 0.440  H14 0.964, H15 0.964
14 H -4.901 -2.349 0.999  O13 0.964
15 H -3.793 -3.374 0.820  O13 0.964
16 O 3.673 -3.075 -2.594  H17 0.964, H18 0.964
17 H 3.300 -2.562 -1.868  O16 0.964
18 H 3.746 -2.441 -3.316  O16 0.964
19 O 1.346 0.982 3.502  H20 0.964, H21 0.964
20 H 1.264 1.697 2.861  O19 0.964
21 H 1.971 0.372 3.096  O19 0.964
22 O 0.598 -1.593 3.404  H23 0.964, H24 0.964
23 H 0.857 -2.264 4.045  O22 0.964
24 H -0.363 -1.557 3.478  O22 0.964
25 O 3.385 -1.406 1.620  H26 0.964, H27 0.964
26 H 3.451 -1.215 0.678  O25 0.964
27 H 2.476 -1.174 1.844  O25 0.964
28 O -1.052 3.306 0.401  H29 0.964, H30 0.964
29 H -0.762 3.999 1.006  O28 0.964
30 H -0.810 2.488 0.849  O28 0.964
31 O -4.205 -0.611 -1.649  H32 0.964, H33 0.964
32 H -3.484 -0.174 -2.117  O31 0.964
33 H -3.934 -0.587 -0.725  O31 0.964

Highest occupied orbital energy = -10.75 eV
Kohn-Sham gap = 0.370 hartree
Relative energy (zero: lowest compared OMol25 entry of this formula, charge and spin) = 94.0 kcal/mol
LUMO energy = -0.68 eV
SMILES = O.O.O.O.O.O.O.O.O.O.O
M = 198.2 g/mol
DFT total energy = -22877.4366 eV